This record from OMol25 describes a molecular structure, C55H50BrN9O3P2SeSr in a non-equilibrium geometry. The level of theory is wB97M-V/def2-TZVPD.

Structure (XYZ):
```
122
Properties=species:S:1:pos:R:3:mulliken_charge:R:1
Sr -0.7096 1.8556 1.2118 1.9756
O -0.0768 1.5324 -1.9278 0.0912
N -1.1377 1.9879 -2.7149 0.2677
C -2.3596 1.9765 -2.2142 -1.0792
C -3.2360 2.7974 -2.9919 0.0772
C -4.4188 3.3822 -2.5947 -0.7072
C -4.9952 4.3136 -3.4742 -0.4717
C -4.3574 4.6663 -4.6268 -0.7079
C -3.1259 4.1073 -5.0457 -0.1898
C -2.5992 3.1468 -4.2161 -0.0384
P -1.0778 2.2585 -4.5367 0.4200
C 0.3185 3.3762 -4.6748 0.6656
C 1.5224 2.7151 -4.9176 -0.3439
C 2.7290 3.2050 -4.4075 -0.2522
C 2.7465 4.4744 -3.8390 -0.2466
C 1.5960 5.3191 -3.9642 -0.8828
C 0.3719 4.7227 -4.2599 -0.6792
C -1.1257 0.8517 -5.5275 0.1630
C -0.5248 -0.3801 -5.1971 -0.2237
C -0.5273 -1.4143 -6.1633 -0.2697
C -1.1585 -1.2949 -7.4023 -0.8267
C -1.8826 -0.1120 -7.6247 -0.2847
C -1.8687 0.9292 -6.7225 -0.7296
H 0.4371 2.3264 -1.5721 0.3177
H -2.5763 1.4185 -1.2936 0.6236
H -4.8500 3.1253 -1.6037 0.3369
H -5.8570 4.9064 -3.1690 0.3186
H -4.8291 5.4312 -5.2896 0.2705
H -2.6665 4.4666 -5.9325 0.5214
H 1.5428 1.8891 -5.6365 0.3509
H 3.6004 2.5462 -4.3565 0.1671
H 3.5972 4.8020 -3.2820 0.4763
H 1.6800 6.4027 -3.8135 0.3777
H -0.4833 5.3848 -4.2943 0.4111
H -0.1230 -0.4918 -4.1606 0.4007
H 0.0195 -2.2977 -5.9165 0.4736
H -1.0513 -2.0596 -8.1482 0.3993
H -2.5436 -0.0084 -8.4853 0.3551
H -2.4926 1.8335 -6.8866 0.2190
Br -8.0237 -1.8692 12.0143 -0.2498
C -7.3874 -1.1408 10.4259 0.1922
C -7.6879 -1.8545 9.2571 -0.3787
C -7.1675 -1.4008 8.0486 -0.4209
C -6.2627 -0.2581 8.0762 0.0544
C -6.1359 0.5309 9.2636 -0.3578
C -6.6734 0.0567 10.4237 -0.3727
N -5.3819 -0.1825 6.9912 -0.4816
N -4.4877 0.7174 7.1306 -0.0444
C -3.6098 1.1258 6.1475 -0.3920
C -2.8210 2.3236 6.4719 -0.4135
C -1.9038 2.8332 5.5453 -0.9167
C -1.8412 2.3368 4.1918 0.8118
O -1.0960 2.9137 3.3579 -0.9411
C -2.6959 1.1804 3.8449 -0.1097
N -2.5041 0.5566 2.6162 -0.4341
C -3.0532 -0.6328 2.4166 -0.4030
C -3.8322 -1.2831 3.3618 -0.9511
C -4.0574 -0.6862 4.5667 -0.1548
C -3.5142 0.5384 4.8748 1.1230
H -8.2988 -2.7557 9.3406 0.3517
H -7.3925 -1.9463 7.1357 0.3902
H -5.4036 1.3451 9.2896 0.3047
H -6.4531 0.5759 11.3754 0.3092
H -2.9915 2.7505 7.4567 0.4110
H -1.2171 3.6922 5.7602 0.2865
H -2.7819 -1.1437 1.5086 0.4750
H -4.2872 -2.2697 3.1597 0.3386
H -4.4988 -1.3290 5.3287 0.3982
O -1.6178 4.0121 0.3475 -0.4763
H -0.7266 4.4017 0.2272 0.3451
H -2.1135 4.6613 0.8735 0.2077
N 1.9089 -3.8125 -0.2001 -0.1948
C 1.6921 -3.8392 0.9740 0.0698
H 1.9065 -3.0398 -0.8882 0.0310
Se 3.9064 4.3396 -0.0018 -0.2950
C 2.2246 3.8920 -0.0557 -0.2906
N 1.0991 3.5372 -0.1570 -0.3895
C 5.5450 -0.6116 -5.0182 -1.4486
P 4.1973 -0.7618 -3.7110 0.4590
C 4.1599 -2.5607 -3.5329 0.5732
C 2.9068 -3.1801 -3.4808 -0.8894
C 2.8574 -4.5874 -3.5382 -0.5202
C 4.0121 -5.3651 -3.5254 -0.7274
C 5.2367 -4.7329 -3.5595 -0.5251
C 5.3317 -3.3313 -3.6478 -0.1740
C 5.2248 -0.2848 -2.2916 0.7058
C 5.4831 -1.0215 -1.0916 -0.3821
C 5.8042 -0.3050 0.0652 -0.6550
C 6.0339 1.0914 0.0288 -0.6461
C 6.0012 1.7326 -1.1664 -0.5307
C 5.6412 1.0692 -2.3218 -0.4498
H 5.5929 0.4430 -5.4448 0.3375
H 5.3231 -1.2729 -5.8698 0.4318
H 6.4708 -0.9098 -4.6056 0.4536
H 2.0320 -2.5443 -3.3758 0.8146
H 1.8763 -5.0740 -3.4483 0.3305
H 3.9172 -6.4097 -3.4368 0.4289
H 6.1526 -5.2618 -3.4909 0.4231
H 6.2968 -2.8043 -3.8379 0.1271
H 5.2940 -2.0876 -0.9715 0.3419
H 5.9861 -0.8007 1.0208 0.4036
H 6.1543 1.6726 0.9739 0.3719
H 6.1683 2.8210 -1.1178 0.4528
H 5.6287 1.6421 -3.2705 0.1475
N 5.3955 0.8751 3.9832 -0.6470
C 4.2434 0.6684 3.9076 0.5543
N 2.9988 0.2164 3.8448 -0.7047
C 2.2064 0.8396 3.0090 0.2596
N 1.4551 1.2322 2.1891 -0.6172
C 1.8387 -6.5864 1.9068 -1.4371
C 1.5932 -5.4689 2.9971 0.8178
C 0.5973 -5.9101 4.0726 -1.4007
C 1.2390 -4.0853 2.2948 -0.6153
H 1.8588 -7.5766 2.4082 0.4005
H 2.7628 -6.3987 1.3690 0.3573
H 1.0341 -6.5584 1.1465 0.3124
H 2.5635 -5.4612 3.4545 0.1697
H -0.4868 -5.8029 3.7528 0.3303
H 0.7458 -5.3943 5.0299 0.3473
H 0.6348 -6.9932 4.3263 0.3505
H 0.1284 -3.9558 2.2575 0.1983
H 1.5375 -3.1729 2.8873 0.2912
```

HOMO (spin up / spin down) = 0.662 / 0.346 eV
LUMO (spin up / spin down) = 2.47 / 2.02 eV
Total charge = -2
DFT total energy = -8532.97405 Ha


This record from OMol25 describes C2H3NS2 in the gas phase in a non-equilibrium geometry. The level of theory is wB97M-V/def2-TZVPD.

Structure (XYZ):
```
8
Properties=species:S:1:pos:R:3:mulliken_charge:R:1
C -0.0630 -0.7736 0.0292 0.0423
C -0.6735 0.6289 -0.0245 -0.5141
N 1.1424 -1.0940 0.0199 -0.1872
S 0.4138 2.0264 0.0075 -0.2437
S 2.6034 -0.5850 -0.0171 0.0368
H -0.8091 -1.5586 0.0912 0.3356
H -1.2681 0.6664 -0.9434 0.2692
H -1.3459 0.6895 0.8373 0.2611
```

HOMO (spin up / spin down) = -8.330 / -8.330 eV
LUMO (spin up / spin down) = -2.59 / -2.59 eV
Relative energy (zero: lowest compared OMol25 entry of this formula, charge and spin) = 254.62 kJ/mol
DFT total energy = -929.02034 Ha